(1)
Entry from OMol25: a single C5H8O molecule (ωB97M-V/def2-TZVPD).

```
14
Properties=species:S:1:pos:R:3:nbo_charge:R:1
C 1.33 0.32 0.72 -0.59
C 0.04 0.14 -0.05 -0.18
C -0.29 -1.17 -0.73 -0.41
C -1.05 -0.76 0.50 -0.39
C -0.45 1.39 -0.72 0.46
O -0.54 2.46 -0.17 -0.51
H 1.84 -0.63 0.86 0.21
H 2.00 0.99 0.17 0.22
H 1.15 0.78 1.70 0.22
H -0.83 -1.12 -1.68 0.21
H 0.42 -1.98 -0.65 0.22
H -0.83 -1.27 1.44 0.22
H -2.08 -0.44 0.40 0.22
H -0.71 1.29 -1.80 0.10
```

Structure (SMILES): CC1(C=O)CC1
Energy above the lowest of the compared OMol25 structures with the same formula, charge and spin, kJ/mol: 120.0
F_max, Eh/bohr: 0.00855
Charge: 0
HOMO-LUMO gap, eV: 10.80
Spin multiplicity: 1

=====

(2)
Entry from OMol25: a molecular structure, C13H17NO6PS2W (ωB97M-V/def2-TZVPD).

```
41
Properties=species:S:1:pos:R:3:lowdin_charge:R:1
W 0.79 -0.14 1.17 1.09
O 2.43 -3.49 -0.38 0.20
C 2.07 -2.37 -0.25 -0.46
O 1.22 -1.95 0.74 -0.25
C 2.44 -1.21 -1.14 -0.15
C 3.14 -1.23 -2.33 0.06
C 3.27 -0.03 -3.03 0.01
C 2.66 1.13 -2.55 0.06
C 1.98 1.06 -1.35 -0.15
N 1.93 -0.08 -0.67 0.00
C 1.16 2.12 -0.68 -0.45
O 1.03 3.24 -1.04 0.21
O 0.52 1.59 0.41 -0.24
H 3.56 -2.16 -2.70 0.14
H 3.81 -0.01 -3.96 0.13
H 2.70 2.06 -3.10 0.14
C 0.77 1.27 7.53 -0.03
C 1.30 1.93 6.28 -0.38
C 2.79 1.80 6.09 -0.05
O 0.57 1.38 5.10 -0.26
P 0.85 0.11 4.27 0.05
S -0.70 -0.28 3.00 0.38
S 2.33 0.29 2.81 0.40
O 1.17 -1.02 5.31 -0.28
C 1.49 -2.41 4.88 -0.44
C 2.92 -2.68 5.27 -0.03
C 0.48 -3.31 5.55 -0.03
H 1.19 1.79 8.40 0.10
H 1.06 0.22 7.58 0.08
H -0.31 1.34 7.58 0.09
H 1.00 2.97 6.25 0.15
H 3.10 0.75 6.11 0.08
H 3.30 2.31 6.91 0.10
H 3.12 2.26 5.16 0.08
H 1.37 -2.45 3.79 0.11
H 3.04 -2.59 6.35 0.10
H 3.60 -1.99 4.77 0.07
H 3.19 -3.69 4.97 0.10
H 0.56 -3.23 6.63 0.10
H 0.67 -4.34 5.26 0.10
H -0.54 -3.05 5.25 0.09
```

Energy above the lowest of the compared OMol25 structures with the same formula, charge and spin, kJ/mol: 0.0
F_max, Eh/bohr: 0.00244
Charge: +1
HOMO-LUMO gap (alpha / beta), eV: 7.46 / 7.46
Spin multiplicity: 1

=====

(3)
Entry from OMol25: 2 unconnected molecules or ions with the total composition C5H14 (ωB97M-V/def2-TZVPD).

```
19
Properties=species:S:1:pos:R:3:nbo_charge:R:1
C -1.53 2.07 0.35 -0.61
C -0.01 1.78 0.32 -0.61
H -1.88 2.18 1.39 0.20
H -1.61 2.99 -0.16 0.21
H -2.06 1.28 -0.15 0.20
H 0.61 2.67 0.45 0.20
H 0.39 1.17 1.12 0.20
H 0.33 1.49 -0.63 0.20
C 0.69 -1.94 -0.22 -0.39
C 1.20 -1.19 -1.50 -0.61
C -0.14 -1.26 0.83 -0.63
H -0.01 -2.79 -0.50 0.20
H 1.60 -2.30 0.25 0.19
H 1.66 -1.84 -2.23 0.22
H -1.12 -0.88 0.43 0.20
H 1.78 -0.33 -1.08 0.21
H 0.31 -0.69 -1.86 0.20
H -0.27 -1.98 1.68 0.21
H 0.06 -0.43 1.49 0.21
```

Structure (SMILES): CCC.CC
Energy above the lowest of the compared OMol25 structures with the same formula, charge and spin, kJ/mol: 132.6
F_max, Eh/bohr: 0.06362
Charge: 0
HOMO-LUMO gap, eV: 11.68
Spin multiplicity: 1

=====

(4)
Entry from OMol25: 7 unconnected molecules or ions with the total composition C40H51ClO21 (ωB97M-V/def2-TZVPD).

```
113
Properties=species:S:1:pos:R:3:lowdin_charge:R:1
C 4.53 -5.49 1.12 -0.02
C 3.69 -4.47 0.34 -0.33
C 2.15 -4.77 0.48 -0.05
C 1.51 -3.60 1.15 -0.14
C 1.00 -2.59 0.45 0.07
C 0.43 -1.40 1.08 -0.36
O -0.25 -0.63 0.43 0.06
C 0.76 -1.15 2.49 -0.01
C 1.27 -2.15 3.21 -0.56
Cl 1.71 -1.90 4.85 0.76
C 1.50 -3.52 2.63 -0.35
O 1.68 -4.46 3.34 0.14
O 3.90 -3.20 0.95 -0.15
C 4.69 -2.27 0.23 -0.14
C 5.16 -1.23 1.22 -0.19
C 4.67 0.07 1.23 -0.03
C 5.15 0.95 2.20 -0.08
C 6.08 0.55 3.15 -0.09
C 6.56 -0.76 3.14 -0.07
C 6.09 -1.64 2.17 -0.03
H 5.49 -5.68 0.65 0.08
H 4.75 -5.03 2.08 0.09
H 3.99 -6.40 1.33 0.07
H 3.93 -4.48 -0.72 0.14
H 1.70 -4.84 -0.50 0.12
H 1.99 -5.69 1.02 0.11
H 1.01 -2.66 -0.63 0.14
H 0.62 -0.16 2.88 0.12
H 4.10 -1.79 -0.55 0.11
H 5.54 -2.75 -0.26 0.14
H 3.93 0.38 0.51 0.10
H 4.75 1.96 2.22 0.10
H 6.43 1.23 3.92 0.10
H 7.27 -1.12 3.87 0.10
H 6.46 -2.65 2.19 0.11
C -1.94 1.70 -0.43 -0.03
C -0.97 2.84 -0.59 -0.32
C -1.10 3.94 0.42 -0.07
O -0.59 5.07 -0.30 0.07
C -0.81 4.85 -1.62 -0.57
O -0.67 5.66 -2.47 0.17
O -1.21 3.56 -1.82 0.04
H -1.94 1.07 -1.33 0.08
H -1.68 1.09 0.42 0.08
H -2.96 2.07 -0.32 0.06
H 0.06 2.46 -0.63 0.14
H -0.52 3.77 1.33 0.14
H -2.14 4.15 0.70 0.14
C -5.26 -1.62 3.33 -0.01
C -5.31 -1.12 1.91 -0.32
C -4.04 -1.29 1.11 -0.09
O -4.13 -0.23 0.15 0.04
C -4.88 0.75 0.72 -0.56
O -5.01 1.85 0.29 0.14
O -5.46 0.31 1.86 0.10
H -6.12 -1.26 3.90 0.05
H -5.26 -2.71 3.35 0.10
H -4.36 -1.27 3.84 0.10
H -6.16 -1.56 1.39 0.16
H -3.98 -2.26 0.61 0.14
H -3.14 -1.14 1.71 0.13
C -11.01 -1.01 3.68 -0.02
C -10.18 -1.03 4.93 -0.33
C -10.06 0.30 5.65 -0.09
O -8.80 0.16 6.32 0.07
C -8.04 -0.69 5.59 -0.55
O -6.88 -0.88 5.75 0.15
O -8.79 -1.29 4.63 0.08
H -10.86 -1.92 3.10 0.09
H -12.07 -0.92 3.93 0.09
H -10.74 -0.17 3.03 0.09
H -10.52 -1.81 5.61 0.16
H -10.86 0.47 6.37 0.14
H -10.00 1.15 4.97 0.14
C -3.63 4.54 -3.76 -0.01
C -4.48 3.34 -4.07 -0.32
C -3.75 2.16 -4.66 -0.09
O -4.79 1.50 -5.40 0.06
C -5.70 2.45 -5.75 -0.56
O -6.59 2.28 -6.52 0.16
O -5.44 3.62 -5.11 0.09
H -4.25 5.41 -3.56 0.10
H -2.99 4.34 -2.91 0.06
H -2.99 4.80 -4.61 0.10
H -5.04 3.04 -3.17 0.16
H -3.33 1.49 -3.91 0.13
H -2.97 2.47 -5.36 0.14
C 0.26 0.58 -2.52 -0.02
C 1.64 1.18 -2.61 -0.31
C 2.18 1.37 -4.01 -0.07
O 3.60 1.31 -3.80 0.07
C 3.80 0.55 -2.70 -0.56
O 4.86 0.15 -2.33 0.15
O 2.64 0.30 -2.06 0.07
H 0.04 0.27 -1.50 0.05
H -0.50 1.30 -2.84 0.08
H 0.18 -0.31 -3.15 0.10
H 1.67 2.12 -2.05 0.15
H 1.90 2.32 -4.46 0.14
H 1.90 0.56 -4.69 0.14
C 8.80 2.23 -3.02 -0.02
C 9.13 0.78 -3.28 -0.33
C 8.01 -0.19 -3.01 -0.10
O 8.74 -1.40 -2.71 0.06
C 9.94 -1.03 -2.21 -0.56
O 10.71 -1.77 -1.70 0.16
O 10.14 0.30 -2.38 0.08
H 9.71 2.83 -3.02 0.09
H 8.13 2.61 -3.78 0.09
H 8.33 2.35 -2.04 0.09
H 9.52 0.67 -4.30 0.16
H 7.36 -0.34 -3.86 0.14
H 7.42 0.08 -2.14 0.12
```

Structure (SMILES): C[C@@H](CC1=CC(=O)C=C(Cl)C1=O)OCc1ccccc1.C[C@@H]1COC(=O)O1.C[C@@H]1COC(=O)O1.C[C@@H]1COC(=O)O1.C[C@@H]1COC(=O)O1.C[C@@H]1COC(=O)O1.C[C@@H]1COC(=O)O1
F_max, Eh/bohr: 0.02504
Charge: 0
HOMO-LUMO gap, eV: 7.57
Spin multiplicity: 1

=====

(5)
Entry from OMol25: a single C20H19Cl2N3O5 molecule (ωB97M-V/def2-TZVPD).

```
49
Properties=species:S:1:pos:R:3:nbo_charge:R:1
C -0.04 -2.19 -1.74 -0.42
N -0.56 -2.07 -0.39 -0.48
C 0.26 -2.30 0.65 0.67
O 1.39 -2.73 0.54 -0.62
C -0.32 -2.02 2.05 -0.17
H 0.54 -1.97 2.73 0.23
H -0.99 -2.82 2.37 0.22
O -1.09 -0.82 2.13 -0.49
C -0.44 0.29 1.81 0.81
O 0.73 0.34 1.52 -0.62
C -1.32 1.53 1.86 -0.34
N -0.64 2.58 1.14 -0.63
C -1.10 3.03 -0.06 0.69
O -2.26 2.97 -0.40 -0.61
C -0.01 3.68 -0.92 -0.32
N 1.25 2.98 -0.80 -0.62
C 1.32 1.67 -1.13 0.68
O 0.40 1.11 -1.71 -0.64
C 2.56 0.92 -0.77 -0.22
C 2.90 -0.15 -1.60 -0.13
C 3.95 -0.99 -1.32 -0.23
C 4.68 -0.79 -0.17 -0.01
C 4.38 0.26 0.69 -0.29
C 3.33 1.11 0.38 0.12
Cl 3.01 2.36 1.52 0.00
H 4.95 0.40 1.59 0.24
Cl 5.99 -1.84 0.22 0.03
H 4.18 -1.82 -1.98 0.23
H 2.30 -0.30 -2.48 0.24
H 2.01 3.41 -0.30 0.41
H -0.36 3.65 -1.96 0.24
H 0.13 4.72 -0.63 0.23
H 0.36 2.57 1.28 0.41
H -1.49 1.81 2.90 0.23
H -2.28 1.33 1.38 0.27
C -1.91 -1.66 -0.29 0.24
C -2.30 -0.42 -0.78 -0.27
C -3.63 -0.03 -0.70 -0.19
C -4.57 -0.87 -0.13 -0.22
C -4.18 -2.12 0.34 -0.20
C -2.86 -2.51 0.26 -0.26
H -2.56 -3.49 0.62 0.21
H -4.92 -2.79 0.77 0.21
H -5.60 -0.57 -0.06 0.21
H -3.91 0.95 -1.06 0.23
H -1.57 0.24 -1.22 0.25
H 0.02 -1.20 -2.21 0.22
H -0.69 -2.84 -2.32 0.20
H 0.96 -2.62 -1.67 0.24
```

Structure (SMILES): CN(C(=O)COC(=O)CNC(=O)CNC(=O)c1ccc(Cl)cc1Cl)c1ccccc1
F_max, Eh/bohr: 0.01153
Charge: 0
HOMO-LUMO gap, eV: 9.24
Spin multiplicity: 1

=====

(6)
Entry from OMol25: a molecular structure, C2H2N2PS3 (ωB97M-V/def2-TZVPD).

```
10
Properties=species:S:1:pos:R:3:nbo_charge:R:1
C -0.86 0.74 -0.24 0.23
C 1.20 -0.14 0.60 -0.18
N 0.43 0.97 0.34 -0.62
N -1.07 -0.51 -0.42 -0.79
P 0.29 -1.52 -0.37 0.81
S -1.28 -1.25 -2.54 -0.36
S -1.87 1.98 -0.60 -0.24
S 2.55 0.06 1.47 -0.21
H 0.71 1.72 0.94 0.42
H -0.12 -2.04 0.83 -0.06
```

Energy above the lowest of the compared OMol25 structures with the same formula, charge and spin, kJ/mol: 51.4
F_max, Eh/bohr: 0.10837
Charge: -1
HOMO-LUMO gap (alpha / beta), eV: 6.73 / 6.73
Spin multiplicity: 1